(a)
C15H22N2O2 in the gas phase, computed with ωB97M-V with the def2-TZVPD basis set.

Properties
HOMO-LUMO gap: 9.5 eV
HOMO energy: -0.3212 Eh
Spin multiplicity: 1

Atoms and positions in Å:
C: 3.11 2.86 -4.76
C: 2.86 2.23 -3.43
C: 2.75 2.99 -2.27
C: 2.52 2.40 -1.04
C: 2.42 1.02 -0.94
C: 2.20 0.31 0.36
O: 2.66 -0.79 0.59
N: 1.46 1.00 1.26
C: 1.07 0.44 2.53
C: -0.41 0.05 2.56
C: -0.72 -1.07 1.56
N: -2.15 -1.28 1.40
C: -2.74 -1.98 2.53
C: -4.25 -2.08 2.33
O: -4.57 -2.75 1.13
C: -3.99 -2.08 0.03
C: -2.47 -1.99 0.18
C: 2.55 0.24 -2.09
C: 2.76 0.84 -3.32
H: 2.48 2.42 -5.52
H: 4.15 2.71 -5.05
H: 2.92 3.93 -4.72
H: 2.84 4.07 -2.34
H: 2.47 3.02 -0.16
H: 0.99 1.85 0.97
H: 1.28 1.16 3.32
H: 1.69 -0.45 2.67
H: -0.66 -0.28 3.58
H: -1.03 0.91 2.32
H: -0.33 -0.77 0.58
H: -0.20 -1.99 1.86
H: -2.54 -1.43 3.45
H: -2.32 -3.00 2.62
H: -4.71 -2.66 3.13
H: -4.68 -1.07 2.31
H: -4.25 -2.66 -0.86
H: -4.40 -1.07 -0.05
H: -2.05 -1.44 -0.67
H: -2.04 -3.01 0.18
H: 2.49 -0.83 -2.00
H: 2.85 0.23 -4.20

---

(b)
C15H22N2O2 in the gas phase, computed with ωB97M-V with the def2-TZVPD basis set.

Properties
HOMO-LUMO gap: 9.3 eV
HOMO energy: -0.3268 Eh
Spin multiplicity: 1

Atoms and positions in Å:
C: 2.89 3.54 -2.91
C: 2.25 2.62 -1.78
C: 3.11 1.42 -1.65
C: 2.76 0.68 -0.44
N: 1.61 -0.07 -0.98
C: 0.56 0.06 -0.31
O: 0.27 0.87 0.71
C: -0.89 -0.37 -0.99
C: -0.97 -0.65 -2.26
C: -2.13 -1.28 -3.09
C: -3.13 -1.58 -2.21
C: -3.01 -1.39 -0.55
C: -1.99 -0.94 -0.20
N: -1.93 -0.51 1.25
C: -2.55 -1.17 2.20
O: -3.52 -1.88 2.23
C: -2.13 -0.64 3.61
C: -1.41 -1.61 4.22
C: 0.11 -1.84 3.39
H: 3.85 4.01 -2.69
H: 2.26 4.43 -3.25
H: 3.06 2.98 -3.80
H: 1.25 2.46 -2.14
H: 2.35 2.98 -0.98
H: 4.23 1.85 -1.30
H: 3.28 0.86 -2.76
H: 3.56 -0.22 -0.35
H: 2.63 1.08 0.36
H: 1.45 -0.65 -1.87
H: -0.21 -0.15 -2.96
H: -2.22 -1.35 -4.04
H: -3.92 -2.25 -2.48
H: -3.72 -1.90 -0.12
H: -1.23 -0.05 1.37
H: -3.18 -0.56 4.26
H: -1.66 0.41 3.66
H: -0.92 -1.38 5.15
H: -1.95 -2.40 4.21
H: 0.50 -0.67 3.28
H: -0.02 -2.31 2.32
H: 0.72 -2.43 3.90

---

Most stable: (a) (next structure +1162.9 kJ/mol)

---

(a)
2 unconnected molecules or ions with the total composition C3H12NS, computed with ωB97M-V with the def2-TZVPD basis set.

Properties
HOMO-LUMO gap: 8.6 eV
Total charge: +1
HOMO energy: -0.4504 Eh
Spin multiplicity: 1

Atoms and positions in Å:
C: -0.37 2.53 -2.04
N: -0.84 1.82 -0.83
H: -1.22 3.07 -2.66
H: 0.23 1.79 -2.72
H: 0.37 3.34 -1.71
H: -1.72 1.24 -1.10
H: -0.16 1.14 -0.48
H: -1.05 2.31 0.00
C: 1.20 -1.47 2.37
S: 0.34 -0.76 0.89
C: -0.13 -2.35 0.22
H: 2.08 -0.81 2.39
H: 0.62 -1.30 3.31
H: 1.39 -2.50 2.23
H: -1.10 -2.21 -0.39
H: -0.36 -3.15 0.97
H: 0.70 -2.71 -0.44

---

(b)
2 unconnected molecules or ions with the total composition C3H12NS, computed with ωB97M-V with the def2-TZVPD basis set.

Properties
HOMO-LUMO gap: 9.6 eV
Total charge: +1
HOMO energy: -0.4841 Eh
Spin multiplicity: 1

Atoms and positions in Å:
C: -1.93 0.25 -2.62
N: -2.34 0.29 -1.18
H: -1.72 -0.78 -2.90
H: -2.74 0.60 -3.25
H: -0.99 0.76 -2.78
H: -3.30 -0.03 -1.05
H: -2.21 1.23 -0.82
H: -1.70 -0.32 -0.65
C: 2.57 -0.47 1.99
C: 1.87 -0.33 0.63
S: 0.16 0.23 0.80
H: 3.63 -0.32 1.84
H: 2.48 -1.48 2.41
H: 2.13 0.17 2.74
H: 2.44 0.31 -0.03
H: 1.94 -1.30 0.15
H: -0.34 -0.98 1.11

---

Most stable: (b) (next structure +70.7 kJ/mol)

---

(a)
4 unconnected molecules or ions with the total composition C3H14O3S, computed with ωB97M-V with the def2-TZVPD basis set.

Properties
HOMO-LUMO gap: 9.0 eV
HOMO energy: -0.3199 Eh
Spin multiplicity: 1

Atoms and positions in Å:
C: 1.85 0.34 -1.18
C: 1.86 1.27 0.03
C: 0.75 0.93 1.03
S: 0.35 2.47 1.95
H: 2.28 0.71 -2.11
H: 0.86 -0.07 -1.34
H: 2.40 -0.58 -0.94
H: 2.75 1.39 0.62
H: 1.60 2.25 -0.39
H: 0.81 -0.03 1.53
H: -0.26 0.92 0.63
H: -0.96 2.19 2.16
O: -1.21 -1.58 0.92
H: -1.63 -1.64 0.04
H: -0.78 -2.44 0.93
O: -0.23 -2.66 -2.20
H: 0.21 -3.47 -1.95
H: -0.08 -2.08 -1.45
O: -2.93 -1.85 -1.61
H: -2.19 -1.97 -2.22
H: -3.29 -0.96 -1.63

---

(b)
4 unconnected molecules or ions with the total composition C3H14O3S, computed with ωB97M-V with the def2-TZVPD basis set.

Properties
HOMO-LUMO gap: 9.1 eV
HOMO energy: -0.3238 Eh
Spin multiplicity: 1

Atoms and positions in Å:
C: -1.98 1.17 -0.71
C: -1.89 -0.26 -1.25
C: -1.62 -1.19 -0.14
S: -2.02 -2.92 -0.44
H: -1.93 1.82 -1.68
H: -1.10 1.22 -0.01
H: -2.86 1.31 -0.17
H: -2.98 -0.57 -1.60
H: -1.10 -0.60 -1.98
H: -1.88 -0.86 0.85
H: -0.49 -1.29 0.03
H: -1.62 -2.99 -1.73
O: 0.79 0.89 2.22
H: 0.39 1.77 2.31
H: 1.25 0.98 1.36
O: 3.96 3.39 -0.55
H: 3.16 3.22 -1.12
H: 3.58 3.79 0.23
O: 3.22 0.75 1.01
H: 3.88 0.44 0.33
H: 3.10 -0.12 1.39

---

Most stable: (a) (next structure +62.1 kJ/mol)

---

(a)
C3H5ClN2S in the gas phase, computed with ωB97M-V with the def2-TZVPD basis set.

Properties
HOMO-LUMO gap (alpha / beta): 7.1 / 8.3 eV
HOMO energy (alpha / beta): -0.2696 / -0.2917 Eh
Spin multiplicity: 1

Atoms and positions in Å:
C: -0.32 -0.74 -1.69
C: -0.50 -0.69 0.67
C: -0.52 0.83 0.72
N: -0.52 -1.27 -0.61
N: 1.90 0.68 0.08
S: 0.68 1.45 -0.55
Cl: -2.11 1.36 0.29
H: -0.16 -1.13 -2.72
H: 0.52 -0.94 1.09
H: -1.35 -1.18 1.27
H: -0.43 1.07 1.81
H: 2.83 0.57 -0.37

---

(b)
C3H5ClN2S in the gas phase, computed with ωB97M-V with the def2-TZVPD basis set.

Properties
HOMO-LUMO gap: 9.4 eV
HOMO energy: -0.3351 Eh
Spin multiplicity: 1

Atoms and positions in Å:
Cl: 1.45 -3.90 1.08
N: 1.26 -2.22 1.69
C: 0.60 -1.36 0.85
N: -0.03 -1.48 -0.19
C: -0.42 -0.21 -0.80
C: -0.22 0.99 0.27
S: 1.24 0.38 1.22
H: 2.10 -1.94 2.18
H: -1.44 -0.19 -1.24
H: 0.36 0.00 -1.53
H: -0.16 1.86 -0.27
H: -1.02 1.14 1.03

---

Most stable: (b) (next structure +240.4 kJ/mol)